Entry from the OMol25 dataset: a cluster of 16 separate species, C64H176N16O16 in total (wB97M-V/def2-TZVPD).

XYZ file:
```
272
Properties=species:S:1:pos:R:3:forces:R:3:mulliken_charge:R:1
C -6.126 1.335 -3.391 0.11 -1.28 0.56 -1.774
C -5.344 1.495 -2.070 -0.03 -0.23 -0.38 1.272
C -3.893 1.042 -2.249 -0.12 -1.15 -1.12 -0.093
O -3.156 1.232 -1.069 -0.98 0.73 -0.02 0.808
C -1.891 0.701 -1.121 1.75 -1.83 0.33 0.376
N -5.422 2.854 -1.553 -0.35 0.68 -0.60 -0.685
H -7.064 1.863 -3.291 -0.08 0.51 -0.34 0.469
H -6.410 0.276 -3.573 0.33 0.42 0.44 0.279
H -5.534 1.578 -4.262 0.00 0.72 -0.27 0.445
H -5.909 0.886 -1.349 0.64 0.02 0.01 -0.539
H -3.430 1.510 -3.153 -0.13 0.65 0.74 -0.023
H -3.789 -0.011 -2.562 -0.63 -0.16 0.38 0.072
H -1.512 0.649 -2.146 -0.02 -0.04 -0.03 -0.174
H -1.817 -0.357 -0.674 -0.24 1.35 -0.54 -0.488
H -1.175 1.320 -0.570 -0.23 0.08 0.11 0.044
H -4.990 2.935 -0.649 0.21 -0.03 0.24 0.003
H -5.011 3.559 -2.175 -0.14 -0.47 0.22 0.293
C 4.842 -4.756 1.605 1.87 2.04 0.44 -0.561
C 3.991 -5.875 1.124 -0.53 0.25 -0.37 0.312
C 3.325 -5.360 -0.178 -1.28 -2.55 -0.27 -0.512
O 2.443 -4.269 -0.123 -0.38 -0.18 1.09 0.978
C 2.866 -3.059 -0.657 -0.61 0.17 -2.16 0.082
N 4.790 -7.089 0.920 0.36 -0.70 -1.11 -0.717
H 5.587 -4.323 0.869 -0.87 -0.83 0.25 0.108
H 5.457 -4.876 2.500 -0.18 -0.86 0.00 0.644
H 4.248 -3.892 1.888 -0.54 0.08 -0.20 -0.420
H 3.189 -6.069 1.872 0.56 -0.16 -0.38 0.176
H 2.714 -6.213 -0.605 0.48 0.62 0.53 0.156
H 4.094 -5.243 -0.899 0.92 0.60 -0.84 -0.182
H 1.991 -2.475 -0.983 -0.06 -0.37 0.07 0.150
H 3.445 -3.245 -1.582 0.01 0.19 0.36 -0.796
H 3.370 -2.392 -0.010 1.03 0.40 1.15 0.398
H 5.525 -7.013 0.173 -1.02 0.41 1.05 0.288
H 4.244 -7.921 0.647 0.08 0.80 0.31 0.299
C -0.656 6.094 -2.992 -0.36 -1.46 -0.18 -1.148
C -1.032 4.928 -2.004 -0.55 0.91 -0.28 0.843
C -1.738 5.450 -0.721 2.38 -1.46 -0.96 -0.680
O -0.736 6.238 -0.093 0.08 -0.49 -0.23 0.114
C -1.272 7.376 0.432 -2.02 1.57 1.84 -1.000
N -1.936 4.006 -2.674 -0.35 0.07 -0.70 -0.060
H 0.134 6.730 -2.620 0.15 -0.09 0.16 -0.164
H -1.530 6.741 -3.208 0.24 -0.47 0.07 0.482
H -0.311 5.586 -3.932 -0.25 0.71 0.66 0.374
H -0.128 4.339 -1.758 -0.18 0.58 0.26 -0.199
H -1.970 4.519 -0.144 -0.25 1.14 0.07 -0.219
H -2.589 6.068 -0.985 -0.39 -0.13 0.03 0.549
H -0.519 8.066 0.804 0.32 -0.23 -0.03 0.345
H -1.967 7.119 1.300 0.72 0.39 -0.73 0.272
H -1.899 7.993 -0.256 0.38 -0.61 -0.07 0.352
H -2.494 4.539 -3.327 -0.07 0.02 -0.36 0.313
H -2.623 3.630 -2.038 0.00 -0.41 0.40 -0.397
C -0.889 1.481 -4.788 1.73 2.24 -0.29 -0.021
C 0.542 1.855 -5.209 1.54 -0.02 0.16 0.093
C 1.600 1.320 -4.185 -0.60 -0.13 -1.90 -0.983
O 1.380 -0.064 -3.973 0.28 -0.01 -0.28 0.404
C 2.566 -0.687 -3.541 1.09 0.37 -0.14 -0.565
N 0.845 1.403 -6.599 -0.11 -2.37 0.18 -0.733
H -0.898 0.445 -4.617 -0.72 -1.45 -0.25 -0.396
H -1.574 1.974 -5.475 -0.32 -0.75 -0.18 0.474
H -1.011 1.993 -3.852 -0.37 0.14 0.60 -0.338
H 0.671 2.948 -5.194 -0.18 -0.17 -0.02 0.197
H 1.569 1.870 -3.276 -0.19 0.49 1.14 0.491
H 2.607 1.479 -4.623 -0.31 -0.07 0.11 0.298
H 2.463 -1.780 -3.564 -0.09 0.38 -0.08 -0.526
H 2.791 -0.364 -2.505 0.11 -0.13 -0.28 0.192
H 3.447 -0.382 -4.217 -1.22 -0.57 0.97 0.304
H 0.500 0.420 -6.597 -0.59 0.83 -0.28 0.342
H 1.821 1.087 -6.775 -0.23 1.35 0.62 0.350
C 0.678 -5.221 -5.193 -0.46 -1.34 -0.65 -1.848
C 0.674 -4.590 -3.867 -0.36 1.45 1.14 2.483
C -0.787 -4.468 -3.361 0.25 1.92 0.89 -0.741
O -1.646 -3.572 -4.084 0.15 -1.15 -0.20 -0.531
C -1.400 -2.209 -3.951 0.85 0.32 0.75 -0.389
N 1.548 -5.310 -2.899 -1.03 0.00 -0.74 -0.200
H 1.646 -5.519 -5.586 0.14 0.08 0.10 0.330
H 0.137 -4.647 -5.921 -0.07 0.63 -0.39 0.353
H 0.036 -6.093 -5.072 0.24 -0.66 -0.32 0.529
H 0.996 -3.546 -3.985 0.44 -0.14 0.33 -1.326
H -0.734 -4.074 -2.313 -0.05 -0.42 -0.42 0.117
H -1.308 -5.404 -3.363 -0.17 -0.73 -0.01 0.386
H -2.217 -1.654 -4.359 -0.75 0.14 -0.20 0.466
H -0.516 -1.878 -4.474 0.58 0.03 -0.41 0.064
H -1.235 -1.889 -2.908 -0.23 -0.23 0.04 0.233
H 1.259 -6.291 -2.985 0.33 0.21 0.22 0.324
H 1.300 -5.029 -1.947 0.18 0.02 -0.15 -0.300
C 4.353 3.554 -2.479 -0.47 -0.43 -0.99 -1.227
C 4.565 4.952 -1.997 -0.27 0.85 0.02 0.254
C 3.192 5.694 -1.856 1.77 -0.78 -1.40 -0.325
O 2.706 6.171 -3.092 -0.68 0.18 -0.59 -0.328
C 2.551 7.595 -3.110 0.27 0.16 -0.69 -0.907
N 5.132 4.857 -0.667 1.70 -1.86 -0.06 -0.406
H 3.780 3.090 -1.685 -0.66 -0.46 -0.19 0.128
H 5.253 2.917 -2.554 -0.07 0.60 -0.23 0.379
H 3.826 3.625 -3.472 0.36 -0.55 0.99 0.179
H 5.193 5.452 -2.722 0.27 0.64 -0.18 0.355
H 3.308 6.550 -1.252 0.10 0.55 1.34 0.841
H 2.604 4.900 -1.421 -1.11 0.22 0.17 -0.225
H 1.852 7.967 -2.346 -0.04 -0.29 -0.16 0.332
H 2.214 7.956 -4.133 0.37 -0.78 1.23 0.221
H 3.522 8.056 -2.883 -0.08 0.08 -0.17 0.379
H 6.103 4.493 -0.750 -1.00 -0.37 -0.03 0.273
H 5.353 5.697 -0.220 -0.39 2.16 0.62 0.204
C -10.198 -1.570 2.838 -0.57 -1.38 -0.63 -1.889
C -9.357 -0.334 2.880 -0.12 -0.48 -0.44 1.552
C -9.837 0.615 1.796 2.47 1.73 0.83 -0.864
O -9.128 0.431 0.593 -0.53 0.00 -1.27 -0.151
C -9.674 1.357 -0.385 0.08 -0.30 1.32 -0.680
N -9.561 0.219 4.173 -1.57 -0.05 -0.04 -0.606
H -11.252 -1.294 3.027 0.43 -0.18 0.32 0.473
H -9.850 -2.358 3.536 -0.29 0.47 -0.22 0.459
H -10.223 -2.020 1.836 0.24 0.06 0.10 0.355
H -8.314 -0.576 2.711 0.38 -0.08 -0.33 -0.515
H -9.572 1.671 2.159 -0.90 -1.08 -0.36 0.381
H -10.874 0.456 1.652 -1.37 0.30 -0.15 0.286
H -9.602 2.331 0.130 -0.46 0.01 -0.64 0.383
H -10.722 1.084 -0.651 0.63 0.30 0.26 0.281
H -9.064 1.389 -1.277 0.27 -0.28 -0.08 0.072
H -9.902 -0.474 4.815 0.37 0.27 0.46 0.211
H -8.863 0.828 4.484 1.12 0.72 0.83 0.234
C 6.786 -4.835 -4.968 0.79 1.17 -0.01 -2.042
C 5.603 -4.004 -4.575 -0.34 0.45 -1.22 1.541
C 4.681 -3.673 -5.793 2.10 0.97 0.21 -1.652
O 3.736 -2.681 -5.453 0.22 0.01 -0.37 0.472
C 2.973 -2.355 -6.606 0.34 1.83 0.61 -0.834
N 4.860 -4.745 -3.585 0.08 0.49 0.51 0.003
H 7.337 -4.303 -5.748 0.33 -0.16 0.18 0.416
H 6.552 -5.799 -5.331 -0.47 -1.23 -0.44 0.580
H 7.375 -4.931 -4.054 0.36 -0.16 -0.26 0.429
H 6.120 -3.073 -4.209 -1.29 -0.36 -0.06 -0.436
H 4.181 -4.521 -6.233 -0.27 -0.84 0.20 0.406
H 5.367 -3.317 -6.595 -0.37 0.24 0.15 0.454
H 2.478 -3.206 -6.918 -0.88 -2.22 -1.10 0.443
H 3.626 -1.980 -7.461 -0.90 -0.02 1.11 0.242
H 2.104 -1.721 -6.290 1.20 0.24 -0.31 -0.029
H 3.895 -4.487 -3.715 -0.59 -0.35 0.50 -0.234
H 4.973 -5.717 -3.837 -0.41 -0.21 0.23 0.283
C -5.883 -1.820 3.628 0.11 1.44 1.50 -1.328
C -4.437 -2.222 3.502 1.13 2.52 1.49 1.739
C -3.627 -1.714 4.758 0.67 -0.91 -0.66 -0.766
O -3.891 -0.380 5.180 0.15 -0.49 0.03 -0.012
C -3.514 -0.149 6.551 -1.02 0.50 -0.59 -0.776
N -4.090 -3.605 3.375 -1.58 -1.58 0.08 -0.498
H -6.375 -2.234 2.790 -1.18 -0.24 -0.80 0.341
H -6.069 -0.684 3.746 0.57 -1.74 -0.59 -0.002
H -6.246 -2.220 4.583 -0.35 -0.26 -0.26 0.140
H -4.023 -1.797 2.585 0.13 0.55 0.18 -0.614
H -2.578 -1.950 4.439 -0.29 0.81 0.60 -0.010
H -3.796 -2.353 5.648 -0.32 -0.18 -0.56 0.359
H -4.007 0.821 6.838 0.48 -1.02 -0.05 0.304
H -2.445 -0.008 6.579 0.48 -0.13 0.40 0.211
H -3.856 -0.984 7.209 0.28 0.63 -0.40 0.330
H -4.580 -4.144 4.105 0.48 0.27 0.03 0.353
H -4.629 -3.904 2.560 0.51 -0.28 -0.27 0.116
C -3.890 -2.312 -0.400 -0.60 0.14 1.30 1.642
C -5.115 -2.848 -1.062 0.07 -1.23 -1.59 -0.093
C -5.869 -3.973 -0.332 0.52 0.84 1.37 0.053
O -6.972 -4.419 -1.088 -0.18 0.25 0.84 -0.390
C -7.871 -5.156 -0.238 0.39 0.60 -0.59 -0.600
N -5.937 -1.760 -1.545 -1.29 -0.52 -0.35 -0.066
H -3.241 -1.846 -1.118 0.48 -0.33 -0.41 -1.174
H -3.463 -3.192 0.098 0.71 0.73 0.24 -0.143
H -4.129 -1.458 0.275 0.08 -0.81 0.18 -0.157
H -4.686 -3.440 -1.905 -0.49 0.69 -0.28 -0.039
H -6.216 -3.556 0.641 -0.15 -0.16 -0.21 -0.319
H -5.164 -4.799 -0.054 -0.40 0.31 -0.44 0.359
H -8.095 -4.617 0.708 0.27 -0.27 -0.47 0.165
H -7.386 -6.110 -0.062 -0.28 -0.36 0.43 0.303
H -8.797 -5.276 -0.793 0.00 -0.17 -0.02 0.282
H -6.147 -1.084 -0.808 0.16 -0.36 0.00 -0.023
H -6.847 -2.164 -1.827 0.62 0.48 0.06 0.341
C -6.106 3.646 3.076 1.72 0.93 -1.30 -1.643
C -5.107 2.581 3.508 -1.00 -0.48 1.12 1.498
C -3.664 3.050 3.651 -0.68 -1.59 -2.36 -0.975
O -3.202 3.515 2.400 0.92 -0.59 -1.63 -0.287
C -2.756 2.468 1.500 0.11 0.15 -0.34 1.469
N -5.637 2.052 4.801 0.21 0.55 0.36 -0.450
H -5.699 4.299 2.272 0.06 -0.54 0.32 0.235
H -6.292 4.342 3.873 -0.44 0.15 0.63 0.506
H -6.989 3.230 2.656 -0.93 -0.43 0.11 0.228
H -5.136 1.743 2.786 0.11 0.35 0.24 -0.168
H -3.111 2.162 3.930 0.53 -0.08 0.59 -0.010
H -3.517 3.868 4.272 0.00 1.27 1.72 0.563
H -3.342 1.539 1.611 0.04 0.35 0.05 -0.165
H -1.686 2.183 1.649 -0.59 0.41 0.26 0.002
H -2.870 2.761 0.416 -0.06 0.05 1.48 -1.244
H -5.032 1.311 5.220 -0.72 1.19 -0.51 0.139
H -5.818 2.884 5.422 0.52 -1.57 -0.56 0.320
C -0.841 -5.056 1.190 -1.82 -0.71 -0.55 -1.738
C -0.648 -3.818 1.990 -0.88 1.37 -0.28 2.101
C 0.464 -4.012 2.981 1.45 1.26 -0.43 -0.309
O 0.612 -2.769 3.692 0.63 -0.48 0.10 0.088
C 1.873 -2.652 4.378 -1.67 -0.98 0.85 -1.147
N -0.532 -2.614 1.107 0.87 -1.80 -0.70 0.527
H -1.408 -5.822 1.705 -0.16 -0.08 0.64 0.552
H 0.050 -5.541 0.933 1.74 -0.49 -0.55 0.161
H -1.426 -4.949 0.269 0.20 0.57 0.06 0.213
H -1.547 -3.582 2.540 -0.42 -0.32 0.45 -0.765
H 1.416 -4.157 2.423 -0.36 -0.25 0.13 -0.494
H 0.301 -4.885 3.628 -0.09 0.26 0.19 0.366
H 1.998 -3.571 4.987 0.18 0.47 -0.01 0.465
H 1.755 -1.791 5.029 0.22 0.02 0.16 0.237
H 2.761 -2.518 3.794 0.27 0.10 -0.91 0.404
H 0.231 -2.833 0.440 -0.46 0.52 0.48 -0.461
H -0.241 -1.846 1.677 0.35 0.59 0.32 -0.149
C 6.079 -3.093 4.628 -0.61 0.57 0.44 -1.662
C 5.997 -1.635 4.158 0.34 -0.91 0.59 0.410
C 5.779 -1.518 2.689 0.18 1.21 0.26 -0.097
O 5.539 -0.160 2.318 1.51 0.96 -0.46 0.158
C 6.695 0.722 2.430 -0.66 0.46 0.06 -0.981
N 4.854 -1.098 4.789 -2.03 2.20 0.07 -0.361
H 6.056 -3.086 5.739 0.31 -0.20 -0.63 0.444
H 6.952 -3.580 4.246 0.62 -0.41 -0.02 0.450
H 5.191 -3.640 4.303 0.05 0.07 -0.01 0.230
H 6.935 -1.151 4.430 0.32 0.25 0.05 0.325
H 4.794 -1.932 2.504 0.31 -0.89 -0.63 -0.623
H 6.698 -1.863 2.206 -0.49 -0.57 -0.67 0.413
H 6.425 1.654 1.866 0.28 -0.90 0.48 0.167
H 7.666 0.329 2.039 -0.92 -0.15 0.07 0.330
H 6.849 0.999 3.491 -0.02 -0.09 -0.44 0.371
H 4.541 -0.137 4.484 0.84 -1.49 0.42 0.126
H 4.892 -1.142 5.787 0.02 0.11 0.49 0.264
C 3.714 6.125 2.941 0.70 -0.05 -0.73 -1.626
C 2.279 6.118 2.402 0.64 -0.56 0.72 1.344
C 1.527 7.334 2.803 0.38 2.06 0.00 -0.436
O 1.311 7.453 4.189 0.18 -0.27 0.30 -0.435
C 0.131 6.812 4.582 -0.87 0.66 -0.91 -0.661
N 2.305 6.101 0.951 -1.90 1.18 0.69 -0.073
H 4.239 5.176 2.667 -0.40 0.70 0.13 0.237
H 3.780 6.210 4.029 -0.21 0.12 -0.20 0.361
H 4.275 6.971 2.455 -0.46 -0.69 0.51 0.337
H 1.727 5.315 2.911 0.18 -0.58 -0.44 -0.393
H 0.552 7.397 2.324 0.00 -0.17 -0.34 -0.004
H 2.120 8.227 2.490 -0.43 -0.44 0.17 0.349
H 0.038 5.783 4.320 0.66 -1.29 0.04 0.157
H -0.747 7.200 4.047 0.01 0.62 0.08 0.302
H -0.018 6.954 5.620 -0.01 0.07 1.03 0.390
H 1.356 5.940 0.611 0.01 0.33 -0.07 -0.044
H 2.803 5.356 0.586 1.59 -1.75 -0.48 0.213
C 8.207 -1.357 -0.684 0.17 -1.05 0.60 -1.822
C 6.736 -1.593 -1.035 -1.09 -0.26 -1.14 1.211
C 6.288 -0.615 -2.170 0.32 -0.37 1.29 -0.004
O 7.014 -0.945 -3.360 -0.84 0.94 0.08 -0.426
C 6.467 -0.172 -4.405 -0.34 0.30 -1.52 -0.272
N 6.442 -3.011 -1.366 0.84 0.14 0.03 -0.286
H 8.849 -1.461 -1.567 -0.19 -0.05 0.14 0.381
H 8.541 -2.109 0.078 -0.28 0.57 -0.66 0.346
H 8.383 -0.369 -0.261 -0.17 0.13 -0.07 0.342
H 6.064 -1.367 -0.206 0.26 0.20 0.33 -0.209
H 6.536 0.411 -1.842 0.09 -0.09 -0.25 0.597
H 5.165 -0.617 -2.244 0.89 -0.42 -0.55 -0.339
H 5.467 -0.519 -4.651 -0.29 -0.24 0.04 -0.227
H 7.005 -0.184 -5.373 0.40 -0.65 0.77 0.310
H 6.359 0.901 -4.227 0.22 0.08 0.75 0.335
H 6.762 -3.275 -2.295 -0.05 0.21 0.32 0.154
H 5.482 -3.334 -1.279 0.25 0.58 -0.06 -0.092
C 2.115 0.531 1.632 0.25 0.67 -0.38 -0.147
C 2.139 1.843 2.471 1.32 -0.56 0.34 0.665
C 1.431 1.565 3.813 0.67 1.80 -2.01 -1.114
O 0.159 1.151 3.468 -0.87 -0.83 0.34 0.405
C -0.383 0.462 4.567 -3.41 0.80 -0.54 -0.414
N 3.520 2.319 2.750 -0.43 -1.37 0.63 -0.494
H 1.992 -0.323 2.302 0.12 -0.18 -0.28 -0.289
H 3.049 0.440 1.015 -0.82 -0.01 0.57 0.224
H 1.247 0.605 0.958 0.29 -0.45 0.17 -0.049
H 1.618 2.555 1.872 -0.49 0.96 -0.04 0.368
H 1.403 2.428 4.480 0.05 0.31 -0.02 0.298
H 2.025 0.824 4.286 0.48 -1.20 0.73 0.065
H 0.225 -0.357 4.828 0.74 -1.00 0.62 0.050
H -1.440 0.072 4.322 1.65 0.52 -0.01 -0.390
H -0.568 1.183 5.383 0.42 -0.34 0.17 0.343
H 4.127 1.506 2.621 0.05 0.47 0.06 -0.039
H 3.861 3.059 2.173 -0.13 0.36 -0.56 0.292
```
Forces are in eV/Å.

Computed properties:
2S+1: 1
Total energy in Ha: -4623.50020
Relative energy (zero: lowest compared OMol25 entry of this formula, charge and spin) in kJ/mol: 485.25
Largest force on an atom in eV Å⁻¹: 3.5
HOMO level in eV: -8.57
HOMO-LUMO gap in eV: 9.10